{
  "formula": "C13H23CeF5NO2P2",
  "method": "ωB97M-V/def2-TZVPD",
  "species": ["Ce", "P", "C", "C", "N", "C", "C", "C", "C", "C", "P", "H", "H", "H", "H", "H", "H", "H", "H", "O", "H", "H", "O", "H", "C", "H", "H", "H", "C", "H", "H", "H", "C", "H", "H", "H", "C", "H", "H", "H", "F", "C", "F", "C", "F", "F", "F"],
  "xyz": [[0.781, -0.606, 1.859], [-3.208, -0.590, 0.405], [-1.866, -1.051, -0.770], [-0.914, 0.089, -1.071], [0.276, 0.120, -0.404], [1.225, 1.019, -0.784], [0.924, 2.050, -1.665], [-0.329, 2.092, -2.264], [-1.236, 1.070, -1.997], [2.618, 0.903, -0.192], [3.129, -0.793, 0.400], [-2.205, 1.022, -2.498], [1.692, 2.801, -1.860], [-0.590, 2.894, -2.950], [3.364, 1.106, -0.976], [2.776, 1.665, 0.599], [-1.372, -1.902, -0.420], [-2.356, -1.318, -1.721], [-1.770, -5.032, -3.213], [-1.789, -5.239, -4.122], [-2.054, -4.413, -4.560], [-4.052, -1.554, 0.969], [-2.248, -1.373, 1.682], [-2.658, -1.293, 2.558], [3.522, -1.626, -1.167], [4.471, -1.256, -1.578], [3.607, -2.702, -0.961], [2.715, -1.476, -1.895], [4.765, -0.481, 1.114], [5.105, -1.412, 1.586], [5.477, -0.187, 0.331], [4.710, 0.297, 1.887], [-3.197, 1.094, 1.083], [-4.040, 1.681, 0.695], [-3.264, 1.079, 2.180], [-2.271, 1.621, 0.815], [-4.579, -0.354, -0.869], [-5.294, -1.180, -0.772], [-5.105, 0.588, -0.674], [-4.185, -0.337, -1.893], [-0.502, 1.552, 3.473], [0.642, 1.757, 2.658], [0.488, 2.985, 2.068], [1.875, 1.722, 3.516], [1.706, 2.272, 4.726], [2.286, 0.371, 3.773], [2.930, 2.323, 2.900]],
  "forces_ev_per_a": [[-2.415, -0.126, 0.841], [-2.857, -0.791, -0.365], [-0.540, 1.532, -1.230], [0.035, -0.168, 0.364], [0.282, -0.055, -0.788], [-0.379, 0.343, 0.052], [0.369, -0.080, 0.092], [-0.036, -0.124, 0.133], [-0.098, -0.053, -0.021], [0.145, 0.229, 0.251], [1.081, 0.339, -1.052], [0.323, 0.061, 0.100], [-0.305, -0.225, -0.116], [0.064, -0.125, 0.086], [-0.265, 0.227, 0.200], [-0.034, -0.319, -0.344], [0.909, -1.260, 0.583], [0.218, 0.055, 0.458], [-0.011, 0.228, 1.628], [-0.096, 0.292, -1.740], [0.095, -0.533, 0.099], [-0.641, 0.071, -0.017], [3.538, 0.695, 1.296], [-0.122, -0.078, -0.284], [-0.303, -0.514, -0.036], [-0.282, -0.029, 0.164], [0.076, 0.225, -0.219], [0.164, -0.074, 0.143], [0.081, -0.017, 0.450], [0.062, 0.241, -0.123], [-0.204, -0.032, 0.210], [0.080, -0.188, -0.169], [0.134, 0.339, 0.448], [0.363, -0.271, 0.119], [0.086, -0.010, -0.313], [-0.100, -0.124, 0.080], [0.495, 0.559, -0.441], [0.262, 0.200, -0.111], [-0.067, -0.279, -0.221], [-0.383, 0.133, 0.014], [1.155, -0.258, -0.417], [-0.877, -0.343, -1.045], [0.370, -1.005, 0.496], [1.120, 2.412, 2.159], [0.439, -0.661, -1.018], [-0.766, 0.606, -0.913], [-1.165, -1.044, 0.517]],
  "lowdin_spin": [1.022, 0.000, 0.000, 0.000, -0.003, 0.000, 0.000, 0.000, 0.000, 0.000, -0.004, 0.000, 0.000, 0.000, 0.000, 0.000, 0.000, 0.000, 0.000, 0.000, 0.000, 0.000, -0.001, 0.000, -0.001, 0.000, 0.000, 0.000, -0.001, 0.000, 0.000, 0.000, 0.000, 0.000, 0.000, 0.000, 0.000, 0.000, 0.000, 0.000, -0.001, -0.007, -0.001, -0.001, 0.000, -0.001, 0.000],
  "orbital_gap_ev": [7.62, 7.75],
  "relative_energy_kcal_mol": 40.3,
  "multiplicity": 2,
  "total_charge": 2,
  "s2": 0.751
}



{
  "formula": "C2H2N2OS",
  "method": "ωB97M-V/def2-TZVPD",
  "species": ["H", "N", "C", "O", "N", "C", "S", "H"],
  "xyz": [[0.270, 1.542, -0.006], [1.156, 1.046, 0.141], [1.258, -0.200, 0.158], [0.445, -1.215, -0.277], [-0.847, -1.050, -0.445], [-1.629, -0.202, -0.063], [-2.921, 0.572, 0.056], [2.270, -0.495, 0.437]],
  "forces_ev_per_a": [[0.173, -0.647, -0.373], [-1.084, 0.617, 0.700], [0.849, 1.469, -0.594], [2.372, -0.965, 0.875], [-1.176, 0.412, -0.161], [1.652, -1.549, -0.908], [-2.371, 1.889, 0.690], [-0.415, -1.226, -0.229]],
  "lowdin_charge": [0.053, 0.134, -0.280, -0.037, 0.013, -0.819, 0.810, 0.127],
  "orbital_gap_ev": 8.92,
  "relative_energy_kcal_mol": 76.9,
  "smiles": "[H]/N=C\\ON=C=S",
  "total_charge": 0
}



{
  "formula": "C16H20OSi2",
  "method": "ωB97M-V/def2-TZVPD",
  "species": ["O", "C", "C", "C", "C", "C", "C", "C", "C", "C", "C", "C", "C", "C", "C", "C", "C", "Si", "Si", "H", "H", "H", "H", "H", "H", "H", "H", "H", "H", "H", "H", "H", "H", "H", "H", "H", "H", "H", "H"],
  "xyz": [[1.673, 0.991, -0.923], [-1.918, 0.090, 3.019], [0.474, -3.225, 1.822], [-2.433, -0.145, 1.757], [-0.776, 0.825, 3.193], [-0.512, -3.164, 0.859], [1.576, -2.420, 1.680], [-1.824, 0.457, 0.669], [-0.132, 1.349, 2.080], [-0.387, -2.343, -0.236], [1.657, -1.493, 0.644], [-0.661, 1.176, 0.827], [0.687, -1.490, -0.332], [0.751, 3.735, -0.691], [2.205, -0.834, -2.935], [-0.999, 1.748, -2.020], [-0.706, 0.358, -2.541], [0.281, 1.871, -0.641], [0.885, -0.261, -1.701], [-2.352, -0.401, 3.880], [0.403, -3.869, 2.676], [-3.278, -0.791, 1.658], [-0.442, 1.028, 4.194], [-1.376, -3.763, 0.950], [2.345, -2.395, 2.433], [-2.187, 0.301, -0.323], [0.759, 1.922, 2.155], [-1.177, -2.276, -0.928], [2.494, -0.834, 0.560], [0.924, 4.164, 0.283], [1.644, 3.837, -1.302], [-0.062, 4.298, -1.146], [3.148, -0.522, -2.490], [2.019, -0.388, -3.913], [2.201, -1.918, -3.016], [-0.810, 2.547, -2.760], [-2.010, 1.881, -1.547], [-1.516, -0.299, -2.255], [-0.568, 0.253, -3.636]],
  "forces_ev_per_a": [[-1.760, 0.692, -0.435], [-0.287, -0.857, 0.252], [0.054, 0.005, -0.156], [0.267, 0.442, 0.013], [0.374, 0.664, -0.066], [0.123, -0.263, -0.048], [0.593, 1.083, 0.210], [-0.333, -0.565, 0.279], [-0.417, -0.110, 0.777], [0.317, -0.038, 0.936], [0.087, -1.139, 0.324], [0.764, 0.598, -0.754], [-0.138, 0.525, -0.898], [-0.243, -1.014, 0.516], [-0.899, -0.043, 0.502], [0.252, 1.001, 0.376], [0.378, -1.108, -0.466], [-0.605, 3.652, 0.573], [1.938, -2.100, -1.511], [-0.226, 0.110, 0.036], [-0.166, -0.292, 0.223], [-0.488, -0.222, -0.230], [0.356, -0.028, 0.213], [-0.874, -0.650, 0.161], [0.183, -0.214, 0.194], [-0.466, -0.190, -0.317], [0.761, 0.370, 0.439], [-0.855, -0.116, -0.887], [0.384, 0.344, 0.147], [0.281, 0.238, 0.359], [0.116, 0.064, -0.037], [-0.080, -0.051, -0.075], [0.131, 0.059, -0.283], [0.340, 0.009, -0.007], [0.050, -0.147, -0.182], [-0.273, -0.415, 0.277], [0.828, -0.035, -0.802], [-0.261, -0.476, -0.123], [-0.204, 0.220, 0.471]],
  "lowdin_charge": [-0.221, -0.091, -0.083, -0.065, -0.075, -0.083, -0.074, -0.098, -0.086, -0.099, -0.077, -0.238, -0.251, -0.135, -0.133, -0.285, -0.272, 0.469, 0.463, 0.105, 0.100, 0.101, 0.101, 0.093, 0.101, 0.078, 0.097, 0.090, 0.102, 0.013, 0.029, 0.025, 0.032, 0.027, 0.026, 0.084, 0.091, 0.057, 0.086],
  "orbital_gap_ev": 9.64,
  "total_charge": 0
}